ORCA calculation (the ωB97M-V functional and the def2-TZVPD basis) on a 3-piece molecular cluster, C21H45FNO3S overall in a non-equilibrium geometry.

Structure (ORCA input):
```
! wB97M-V def2-TZVPD RIJCOSX def2/J DEFGRID3
* xyz 0 2
C -1.63963 -0.61763 3.21440
C -2.54977 -0.31629 1.99652
C -1.67110 -0.29096 0.73770
C -3.18435 1.05376 2.23361
C -4.40712 1.35448 1.37317
S -5.30473 2.72655 2.09798
O -5.16905 2.74148 3.51416
O -6.60322 2.81794 1.52167
F -4.44457 3.91738 1.54809
C -5.41035 0.19508 1.37753
C -4.78819 -1.18385 1.13679
C -4.51240 -1.37324 -0.36974
C -5.82369 -2.24613 1.60544
N -3.55994 -1.39658 1.93584
O -3.06261 -2.56180 1.82260
H -0.76807 -1.19021 2.91381
H -1.30899 0.32376 3.65184
H -2.19256 -1.16039 3.97648
H -2.14080 0.30282 -0.05016
H -0.68758 0.10933 0.96527
H -1.53914 -1.29174 0.33124
H -2.40815 1.78801 2.00948
H -3.42129 1.17084 3.28736
H -4.15199 1.64400 0.35610
H -6.11534 0.34771 0.56115
H -6.00352 0.18945 2.28994
H -5.38307 -1.77352 -0.87645
H -3.64688 -2.01022 -0.53212
H -4.27108 -0.41302 -0.83518
H -6.04278 -2.95546 0.81196
H -6.76513 -1.78169 1.89021
H -5.43995 -2.81422 2.44702
C 2.64457 -0.66284 -4.94073
C 2.63448 0.23070 -3.70393
C 1.58046 -0.16884 -2.67271
C 0.13304 -0.08345 -3.15662
C -0.30013 1.29448 -3.65353
C -0.22771 2.37500 -2.57781
H 1.69747 -0.61712 -5.48030
H 3.42983 -0.35788 -5.63349
H 2.82650 -1.70376 -4.66568
H 2.49474 1.27274 -4.00457
H 3.61509 0.18146 -3.22298
H 1.70339 0.45621 -1.78276
H 1.77755 -1.19513 -2.34614
H -0.52181 -0.38310 -2.33105
H -0.03427 -0.81677 -3.95016
H -1.32941 1.22391 -4.01503
H 0.30380 1.59345 -4.51422
H -0.85886 2.11517 -1.72423
H -0.56900 3.33536 -2.96629
H 0.79080 2.51403 -2.21207
C 4.76395 1.49315 -0.58299
C 5.26232 0.05263 -0.51502
C 4.36848 -0.85771 0.32656
C 4.25100 -0.46217 1.79945
C 5.57790 -0.38711 2.55305
C 6.31898 -1.71972 2.61337
H 4.73952 1.96093 0.40216
H 5.41269 2.09866 -1.21740
H 3.75486 1.52974 -1.00035
H 6.28676 0.03602 -0.13376
H 5.30945 -0.35505 -1.52852
H 4.73793 -1.88407 0.25133
H 3.36469 -0.86821 -0.11131
H 3.59960 -1.18515 2.30082
H 3.74287 0.50302 1.87994
H 5.37723 -0.04769 3.57244
H 6.22444 0.37109 2.10295
H 5.70709 -2.48235 3.09933
H 7.24575 -1.62341 3.18030
H 6.58102 -2.08193 1.61827
*
```

## Properties
energy relative to the best compared isomer or geometry (same formula, charge and spin)	22.19	kJ/mol

---

ORCA calculation (the ωB97M-V functional and the def2-TZVPD basis) on a 6-piece molecular cluster, C21H46B2ClO12S5 overall in a non-equilibrium geometry.

Structure (ORCA input):
```
! wB97M-V def2-TZVPD RIJCOSX def2/J DEFGRID3
* xyz -1 1
C -2.20561 3.67299 1.80097
O -3.09904 4.48278 2.66336
B -4.18182 5.09829 1.86566
O -3.99123 6.52558 1.44833
B -5.55904 4.34765 1.34856
Cl -5.37324 2.48783 1.12615
H -2.02058 2.65710 2.39589
H -1.14962 4.14374 1.62211
H -2.67669 3.47076 0.73042
H -3.24064 6.45440 0.75852
H -5.83290 4.81898 0.30008
H -6.43947 4.51505 2.12079
C -8.55796 -2.43748 -0.50652
C -8.90444 -0.95898 -0.67566
C -8.09549 -0.17718 0.35800
S -6.61927 -1.13515 0.66576
O -6.65032 -1.60181 2.03595
O -5.47552 -0.44098 0.10861
C -7.04113 -2.49651 -0.40398
H -8.92803 -3.03944 -1.34157
H -9.01199 -2.82050 0.41521
H -8.62668 -0.63249 -1.68521
H -9.97730 -0.77851 -0.55607
H -7.81580 0.81163 -0.01421
H -8.63932 -0.08001 1.30165
H -6.67537 -3.43287 0.02079
H -6.57335 -2.31541 -1.37631
C 1.94034 3.01729 -2.19257
C 0.44260 2.72757 -2.10633
C 0.13386 2.33456 -0.66263
S 1.35548 3.15469 0.35063
O 2.19391 2.14795 0.96679
O 0.71305 4.20389 1.11674
C 2.25992 3.89728 -0.99331
H 2.20549 3.50836 -3.13340
H 2.50278 2.07805 -2.12985
H -0.11953 3.63143 -2.37086
H 0.14222 1.93877 -2.80309
H -0.86523 2.66006 -0.36198
H 0.23598 1.25652 -0.51072
H 3.32445 3.92878 -0.75507
H 1.87517 4.91158 -1.13546
C -3.39579 -1.10388 -5.32531
C -3.74228 0.37461 -5.49445
C -2.93333 1.15641 -4.46079
S -1.45711 0.19844 -4.15302
O -1.48816 -0.26822 -2.78284
O -0.31336 0.89262 -4.71017
C -1.87897 -1.16292 -5.22277
H -3.76587 -1.70585 -6.16036
H -3.84982 -1.48690 -4.40358
H -3.46452 0.70110 -6.50400
H -4.81514 0.55508 -5.37486
H -2.65363 2.14522 -4.83300
H -3.47716 1.25358 -3.51714
H -1.51320 -2.09928 -4.79800
H -1.41119 -0.98182 -6.19510
C 3.24945 0.63337 3.88856
C 4.31472 0.33518 4.94254
C 4.90666 -1.03610 4.62116
S 4.73294 -1.25420 2.85653
O 3.81098 -2.34421 2.61569
O 6.04202 -1.19454 2.23749
C 3.88314 0.28201 2.55076
H 2.92919 1.67890 3.91931
H 2.36911 0.00361 4.06421
H 5.10146 1.09767 4.89180
H 3.89992 0.35867 5.95511
H 5.96419 -1.09115 4.89159
H 4.35282 -1.83749 5.11785
H 3.15279 0.15222 1.75031
H 4.63109 1.02636 2.26169
C 6.84028 -4.92241 1.28943
C 7.62921 -3.62631 1.46914
C 9.07955 -4.00872 1.75952
S 9.34678 -5.58970 0.97166
O 9.58733 -6.58137 1.99872
O 10.23468 -5.41440 -0.16031
C 7.68218 -5.79346 0.36898
H 5.84664 -4.73829 0.87061
H 6.71305 -5.41545 2.26059
H 7.58073 -3.03864 0.54435
H 7.21535 -3.00870 2.27237
H 9.77872 -3.27565 1.34927
H 9.25426 -4.13069 2.83203
H 7.40040 -6.84736 0.39846
H 7.65133 -5.42355 -0.66023
*
```

## Properties
electronic energy	-4231.5082	hartree

---

ORCA calculation (the ωB97M-V functional and the def2-TZVPD basis) on a 6-piece molecular cluster, C21H46BrClN6O17P3S overall in a non-equilibrium geometry.

Structure (ORCA input):
```
! wB97M-V def2-TZVPD RIJCOSX def2/J DEFGRID3
* xyz -1 1
C 3.75710 -2.15059 0.87921
C 3.05108 -0.84972 0.39863
O 3.19047 -0.58172 -0.97664
C 2.52514 -1.51794 -1.79312
C 0.99206 -1.45901 -1.69165
C 0.47397 -0.01651 -1.91947
C -1.06922 0.00394 -1.63487
C -1.43486 1.31221 -0.88504
C -2.45709 1.12020 0.26532
P -3.59372 2.63547 0.17220
O -4.65145 2.27965 -1.04537
O -4.43869 2.83025 1.55581
S -2.68983 4.31405 -0.26039
O -3.30838 0.02253 0.01115
P -3.74404 -0.86639 1.40196
C -4.65905 -2.23581 0.38058
C -3.81229 -3.48276 0.47009
O -3.08664 -3.89116 -0.36521
Br -3.95339 -4.56831 2.13417
N -5.30932 0.08472 1.68401
C -6.02814 0.18825 0.70981
O -6.85455 0.04586 -0.11806
O -2.75757 0.19921 2.39383
C -1.83489 0.94450 1.69482
Cl -0.36434 -0.18662 1.49434
P -1.33381 2.49009 2.61098
C -1.51306 1.96723 4.39245
C -0.52662 0.87711 4.86171
C 0.48405 2.70806 2.39088
C 0.88587 3.75380 1.31133
H 4.06480 -1.99322 1.90998
H 4.59699 -2.33199 0.20670
H 3.02041 -2.95061 0.79146
H 1.99637 -0.94864 0.66992
H 3.43802 -0.00040 0.96239
H 2.79847 -1.26318 -2.81949
H 2.85390 -2.55253 -1.62882
H 0.49844 -2.10631 -2.42253
H 0.62979 -1.76254 -0.70585
H 0.66563 0.31240 -2.94030
H 1.01350 0.60733 -1.20748
H -1.58440 0.01063 -2.59630
H -1.30616 -0.87848 -1.04689
H -1.82652 2.02050 -1.61799
H -0.55091 1.77019 -0.44266
H -4.17568 1.64287 -1.59805
H -5.36672 2.95325 1.31445
H -4.09034 -1.54741 2.61936
H -2.59658 -1.74613 1.37120
H -5.62551 -2.49158 0.81994
H -4.71359 -2.01991 -0.68758
H -1.43668 2.89156 4.96790
H -2.53387 1.59505 4.48795
H -0.28531 0.98137 5.92467
H 0.42132 0.88243 4.32171
H -0.98081 -0.09958 4.68586
H 1.02339 1.78203 2.18052
H 0.85944 3.05468 3.35963
H 1.61139 3.29392 0.65334
H 1.42434 4.57095 1.79573
H 0.04065 4.15874 0.75946
C 4.87418 3.05396 -1.55129
N 3.89393 3.72427 -0.65554
O 4.15571 3.77293 0.52893
O 2.89586 4.16873 -1.18030
H 5.70636 2.70568 -0.95101
H 4.36193 2.22297 -2.02898
H 5.19677 3.78667 -2.28501
C 2.51336 -2.32084 5.24451
N 3.45421 -1.56710 4.37456
O 4.52815 -2.07605 4.11173
O 3.08183 -0.48801 3.97499
H 2.97687 -3.26099 5.51927
H 2.31760 -1.70770 6.11896
H 1.60309 -2.48269 4.67364
C 0.83371 0.66554 -6.82768
N 1.29477 0.92258 -5.43693
O 1.08410 2.01902 -4.96654
O 1.85093 0.00669 -4.86821
H 0.35863 1.56394 -7.20385
H 1.70792 0.40685 -7.41737
H 0.13239 -0.16270 -6.79014
C 8.33737 -2.35859 -0.52262
N 6.96419 -2.05422 -1.00683
O 6.61035 -0.89680 -1.00262
O 6.29515 -2.99933 -1.37086
H 8.81317 -1.42945 -0.23193
H 8.24159 -3.03145 0.32429
H 8.87207 -2.83542 -1.33857
C -7.15605 -1.60434 -2.66640
N -8.02458 -2.22443 -3.70417
O -7.85538 -1.89461 -4.86145
O -8.85354 -3.02414 -3.32402
H -6.47373 -0.91778 -3.15281
H -7.79774 -1.08259 -1.96612
H -6.61775 -2.40655 -2.17131
*
```

## Properties
electronic energy	-6891.4971	hartree